No. 1
C2H6Cl2N2O2S | ωB97M-V with the def2-TZVPD basis set

**Calculated total energy**: -1658.1519 a.u.
**LUMO energy (spin up / spin down)**: -1.307 / -1.740 eV
**Highest occupied orbital energy (spin up / spin down)**: -9.527 / -8.342 eV
**Energy above the lowest of the compared OMol25 structures with the same formula, charge and spin**: 47.2 kcal per mole

Structure (XYZ):
```
15
C2H6Cl2N2O2S (ωB97M-V with the def2-TZVPD basis set)
C 0.4232 -1.2153 -1.0854
C -0.3400 -0.9158 1.3701
N 0.6837 -0.5796 0.2654
N -2.0034 2.2146 -0.1353
O 1.6461 1.5061 1.3389
O 2.1383 1.1051 -1.0188
S 1.1939 0.9622 0.0817
Cl -2.7928 1.2293 -1.2811
Cl -0.5250 2.6077 -0.6638
H -0.6649 -1.0744 -1.2129
H 1.1483 -0.7182 -1.6546
H 0.7730 -2.2624 -0.9386
H 0.1538 -1.1050 2.3774
H -0.9318 -0.0017 1.4451
H -0.9024 -1.7526 1.1120
```

---

No. 2
C5H8N2 | ωB97M-V with the def2-TZVPD basis set

**Calculated total energy**: -304.6608 a.u.
**LUMO energy (spin up / spin down)**: 0.168 / 0.169 eV
**Highest occupied orbital energy (spin up / spin down)**: -6.652 / -6.653 eV
**Energy above the lowest of the compared OMol25 structures with the same formula, charge and spin**: 109.6 kcal per mole

Structure (XYZ):
```
15
C5H8N2 (ωB97M-V with the def2-TZVPD basis set)
N -0.1298 0.3888 1.2251
C -1.0242 -0.1589 0.1211
C -2.3369 0.5159 0.0769
N -3.3469 1.0817 0.0990
C -0.2825 -0.0554 -1.1393
C 1.0591 -0.7574 -1.0318
C 1.5769 -0.1216 0.1898
H -0.3917 0.1204 2.1889
H -0.1301 1.4113 1.1759
H -1.1966 -1.2072 0.4263
H -0.3180 0.9049 -1.6458
H 0.9832 -1.8502 -0.9470
H 1.6749 -0.5053 -1.9030
H 1.9991 0.8746 0.0902
H 1.9236 -0.6879 1.0528
```

---

No. 3
C7H5N3O2 | ωB97M-V with the def2-TZVPD basis set

**Calculated total energy**: -584.4375 a.u.
**SMILES string**: O=c1[nH]c2cccnc2nc1O
**LUMO energy**: -0.893 eV
**Highest occupied orbital energy**: -8.926 eV
**Energy above the lowest of the compared OMol25 structures with the same formula, charge and spin**: 49.6 kcal per mole

Structure (XYZ):
```
17
C7H5N3O2 (ωB97M-V with the def2-TZVPD basis set)
O 3.2308 1.0830 0.0384
C 2.1129 0.6653 0.2976
N 1.3149 0.1525 -0.7250
C 0.0235 -0.1784 -0.4066
C -0.4901 -1.2910 -1.0490
C -1.8867 -1.4583 -1.1091
C -2.6267 -0.8173 -0.1160
N -2.1103 0.0198 0.8122
C -0.7872 0.3106 0.6460
N -0.1022 1.0737 1.6641
C 1.2479 1.2553 1.3829
O 1.8393 2.2982 2.1277
H 1.7472 -0.0634 -1.5818
H -0.1434 -1.9116 -1.8689
H -2.3407 -2.2230 -1.9030
H -3.6573 -1.1787 0.0682
H 2.6282 2.2632 1.7224
```

---

No. 4
C8H12S | ωB97M-V with the def2-TZVPD basis set

**Calculated total energy**: -710.1085 a.u.
**SMILES string**: CS[C@H]1C=C[C@@]2(C)C[C@@H]12
**LUMO energy**: 0.960 eV
**Highest occupied orbital energy**: -8.304 eV
**Energy above the lowest of the compared OMol25 structures with the same formula, charge and spin**: 60.2 kcal per mole

Structure (XYZ):
```
21
C8H12S (ωB97M-V with the def2-TZVPD basis set)
C 0.3968 3.0740 -1.4923
S -1.0222 2.0041 -1.4054
C -0.7008 1.0586 0.0946
C -1.8829 0.3001 0.5156
C -1.6566 -1.0211 0.6475
C -0.2361 -1.4096 0.4442
C 0.4626 -2.2227 1.4506
C 0.1538 -1.2039 -0.9391
C 0.4905 -0.1746 0.0999
H 0.3146 3.8123 -2.2042
H 1.3575 2.4458 -1.7196
H 0.5872 3.6802 -0.6064
H -0.5101 1.8670 0.8273
H -2.7609 0.7742 0.7192
H -2.4489 -1.7023 0.8255
H -0.0589 -3.0671 1.8106
H 0.3677 -1.6194 2.2949
H 1.4848 -2.5489 1.3503
H -0.5722 -1.0889 -1.7520
H 1.0435 -1.8557 -1.2351
H 1.5288 0.2463 0.3465
```

---

No. 5
C34H69BI2N4NbO | ωB97M-V with the def2-TZVPD basis set

**Calculated total energy**: -2308.1749 a.u.
**LUMO energy**: 1.840 eV
**Charge**: -1
**Highest occupied orbital energy**: -4.259 eV

Structure (XYZ):
```
112
C34H69BI2N4NbO (ωB97M-V with the def2-TZVPD basis set)
C 6.7291 0.5248 2.8726
C 7.4584 -0.7076 2.3081
C 7.6152 -0.7734 0.7767
C 6.4549 -0.1823 -0.0084
C 6.4942 -0.5569 -1.4792
C 5.4152 0.1076 -2.3645
C 4.8019 1.3991 -1.8058
C 4.0792 2.2513 -2.8497
C 2.5993 1.9143 -3.0550
C 1.7760 1.8178 -1.7537
C 0.4702 2.6263 -1.8042
C -0.6852 1.9763 -1.0093
C -1.5974 1.1629 -1.9610
C -2.9890 1.8079 -2.1152
C -3.8085 1.6132 -0.8054
Nb -5.8769 0.7036 -1.1384
C -4.7118 -1.1147 -1.9228
C -5.5529 -2.3815 -2.1400
C -4.7367 -3.3185 -3.0662
C -5.7394 -3.1613 -0.8347
B -5.8224 -0.0158 1.0816
N -4.5987 -0.7239 1.4675
O -6.7699 0.1643 2.0977
C -7.0259 2.6333 -0.6601
I -6.0030 4.5278 -0.9834
C -8.2492 2.7818 -0.2073
C -8.9576 4.0636 0.1349
I -9.5020 1.0762 0.1407
H 7.3736 1.3889 2.9808
H 5.8235 0.7940 2.3394
H 6.4217 0.2685 3.8863
H 8.4664 -0.6779 2.7178
H 7.0001 -1.6053 2.7128
H 7.6612 -1.8347 0.5177
H 8.5584 -0.3550 0.4397
H 5.5084 -0.5403 0.3989
H 6.4695 0.8891 0.1542
H 7.4751 -0.3978 -1.9229
H 6.3247 -1.6319 -1.5315
H 5.8256 0.3586 -3.3409
H 4.5998 -0.5878 -2.5604
H 4.1656 1.1289 -0.9690
H 5.5882 2.0148 -1.3738
H 4.5872 2.1733 -3.8113
H 4.1881 3.2932 -2.5537
H 2.4990 1.0101 -3.6529
H 2.1684 2.7225 -3.6446
H 1.5484 0.7638 -1.6068
H 2.3765 2.1135 -0.8983
H 0.1868 2.6685 -2.8523
H 0.6702 3.6443 -1.4792
H -0.2638 1.3818 -0.2040
H -1.2681 2.7801 -0.5653
H -1.7001 0.1626 -1.5446
H -1.1277 1.0290 -2.9372
H -3.4521 1.2829 -2.9413
H -2.8327 2.8599 -2.3487
H -3.8177 2.5040 -0.1767
H -3.2524 0.8610 -0.2445
H -5.9271 1.2920 -2.8988
H -7.3525 -0.2917 -1.5399
H -4.3161 -0.8252 -2.8979
H -3.8648 -1.2779 -1.2508
H -6.5018 -2.1676 -2.6157
H -3.6916 -3.2954 -2.7640
H -5.0650 -4.3573 -2.9831
H -4.7693 -3.0006 -4.1067
H -6.0258 -4.1824 -1.0813
H -4.7579 -3.2385 -0.3694
H -6.4815 -2.7010 -0.1892
H -4.5962 -0.9258 2.4655
H -4.4505 -1.5576 0.9136
H -6.6767 -0.5774 2.7145
H -8.7426 4.8600 -0.5630
H -8.7372 4.3171 1.1694
H -10.0291 3.8860 0.0937
C -1.3174 -0.7229 3.2434
C -0.0463 -1.2812 3.8662
C 0.9981 -0.1884 4.1057
C 1.3564 0.4527 2.8338
N 1.6350 0.9553 1.8457
H -1.1263 -0.2850 2.2631
H -2.0567 -1.5112 3.1048
H -1.7596 0.0464 3.8802
H 0.3679 -2.0504 3.2109
H -0.2818 -1.7662 4.8162
H 1.8986 -0.6068 4.5565
H 0.6065 0.5737 4.7807
C -6.1891 -7.4082 -0.4067
C -4.8831 -8.1527 -0.6575
C -4.0176 -8.2844 0.6004
C -3.6450 -6.9657 1.1272
N -3.3548 -5.9376 1.5348
H -6.0079 -6.3811 -0.0884
H -6.7835 -7.3655 -1.3194
H -6.7839 -7.9061 0.3625
H -4.3203 -7.6348 -1.4365
H -5.1059 -9.1532 -1.0346
H -3.1043 -8.8353 0.3749
H -4.5562 -8.8284 1.3777
C 7.6202 5.4177 2.8650
C 8.8188 5.8780 2.0423
C 8.8597 5.2469 0.6468
C 8.9515 3.7860 0.7423
N 9.0230 2.6483 0.8306
H 7.6490 4.3423 3.0461
H 7.6129 5.9118 3.8368
H 6.6823 5.6538 2.3590
H 9.7380 5.6363 2.5799
H 8.7864 6.9640 1.9356
H 9.7216 5.6125 0.0887
H 7.9609 5.5037 0.0849
```

---

No. 6
C18H36BrCrN2OP2 | ωB97M-V with the def2-TZVPD basis set

**⟨S²⟩**: 3.839
**Calculated total energy**: -5192.9311 a.u.
**Spin multiplicity**: 4
**LUMO energy (spin up / spin down)**: -6.694 / -5.968 eV
**Charge**: +2
**Highest occupied orbital energy (spin up / spin down)**: -14.388 / -14.787 eV
**Energy above the lowest of the compared OMol25 structures with the same formula, charge and spin**: 13.6 kcal per mole

Structure (XYZ):
```
61
C18H36BrCrN2OP2 (ωB97M-V with the def2-TZVPD basis set)
Cr -0.0418 0.0451 -0.6806
C 3.2845 -0.4447 -2.5524
P 2.4509 0.4483 -1.2097
C 3.5339 0.1828 0.2264
C 2.6475 2.2285 -1.6155
C 1.6661 3.0871 -0.8090
P -0.0326 2.4333 -0.9994
C -0.4719 2.8130 -2.7204
C -1.1030 3.4956 0.0098
H 2.7306 -0.3433 -3.4854
H 3.3505 -1.5045 -2.3039
H 4.2940 -0.0567 -2.6968
H 4.5422 0.5323 0.0010
H 3.5796 -0.8800 0.4664
H 3.1626 0.7138 1.1030
H 2.4670 2.3426 -2.6869
H 3.6796 2.5350 -1.4392
H 1.7005 4.1338 -1.1173
H 1.9176 3.0664 0.2559
H -0.2917 3.8701 -2.9215
H -1.5274 2.5970 -2.8827
H 0.1096 2.2198 -3.4261
H -0.7237 4.5180 -0.0047
H -1.1589 3.1506 1.0414
H -2.1131 3.4913 -0.3977
C -2.6907 -1.7091 0.7065
C -2.9290 -0.2469 0.3397
C -4.4143 -0.0258 0.0568
C -2.0857 0.2322 -0.8555
H -3.3323 -2.0092 1.5370
H -1.6614 -1.9152 1.0007
H -2.9407 -2.3576 -0.1396
H -2.6647 0.3728 1.2073
H -4.7360 -0.6379 -0.7897
H -4.6314 1.0165 -0.1836
H -5.0260 -0.3046 0.9166
H -2.4392 1.2224 -1.1535
H -2.2779 -0.4140 -1.7326
C -0.0667 1.1425 4.6325
N -0.0030 0.1994 3.4946
C -0.1471 -1.2427 3.7396
C 0.0887 0.6677 2.2835
O 0.0834 -0.0659 1.2580
H 0.0210 0.5684 5.5486
H -1.0195 1.6673 4.6403
H 0.7578 1.8496 4.5859
H 0.2349 -1.4548 4.7330
H 0.4223 -1.8005 3.0028
H -1.1954 -1.5336 3.6802
H 0.1667 1.7545 2.2023
Br 2.2298 -5.0478 0.7776
C 1.1558 -4.1021 -0.4209
C 0.5935 -4.7136 -1.5319
C -0.1990 -3.9544 -2.3758
C -0.4062 -2.6189 -2.0848
N 0.1445 -2.0316 -1.0138
C 0.9130 -2.7632 -0.1948
H 0.7731 -5.7623 -1.7281
H -0.6614 -4.3919 -3.2495
H -1.0380 -2.0053 -2.7130
H 1.3284 -2.2597 0.6688
```

---

What is the calculated total energy in the fifth record? -2308.1749 a.u.

---

calculated total energy of number 3 (C7H5N3O2)? -584.4375 a.u.

---

What is the formula in the second record? C5H8N2

---

What is the formula in the fifth record? C34H69BI2N4NbO